Entry from OMol25: a 2-piece molecular cluster, C2H5ClOS overall at a distorted geometry (the ωB97M-V functional and the def2-TZVPD basis).

Last column: natural (NBO) charge in e.
Geometry (Å):
C (1.10, 0.21, 0.03)  -0.748
C (0.05, -0.74, -0.15)  0.548
O (-0.34, -1.13, -1.33)  -0.648
S (-2.16, 0.85, 0.18)  -0.605
Cl (-0.37, -1.61, 1.35)  0.015
H (1.86, -0.34, 0.58)  0.249
H (1.33, 0.38, -1.09)  0.255
H (0.80, 1.04, 0.61)  0.299
H (-1.29, -1.36, -1.32)  0.540
H (-2.01, 0.62, 1.43)  0.095

Summary:
HOMO level (spin up / spin down) (eV): -8.11 / -8.11
F_max (eV/A): 5.34
ΔE to the lowest compared entry with this formula, charge and spin (eV): 2.3655
Electronic energy (Eh): -1012.72157
2S+1: 1